1.
{"formula": "C33H26CdF9N5O2S", "method": "ωB97M-V/def2-TZVPD", "total_energy_ev": -86050.3446, "lumo_energy_ev": -0.213, "species": ["Cd", "C", "C", "N", "C", "C", "C", "C", "C", "C", "C", "N", "C", "C", "C", "C", "C", "C", "C", "C", "N", "C", "H", "H", "H", "H", "H", "H", "H", "H", "H", "H", "H", "H", "F", "C", "F", "F", "C", "O", "C", "F", "F", "F", "C", "F", "F", "F", "C", "C", "C", "N", "C", "S", "N", "C", "O", "C", "C", "C", "C", "C", "C", "H", "H", "H", "H", "H", "H", "H", "H", "H", "H", "H", "H", "H", "H"], "xyz": [[0.29, 0.04, 1.13], [-4.43, -0.31, 1.49], [-3.09, -0.07, 1.86], [-2.07, -0.64, 1.27], [-2.29, -1.53, 0.26], [-3.59, -1.77, -0.23], [-4.66, -1.14, 0.43], [-3.77, -2.64, -1.33], [-2.68, -3.22, -1.90], [-1.38, -3.03, -1.39], [-1.14, -2.23, -0.29], [0.06, -1.98, 0.32], [1.12, -2.83, 0.39], [1.17, -4.15, -0.03], [2.33, -4.94, 0.13], [3.47, -4.44, 0.69], [3.46, -3.12, 1.18], [4.58, -2.55, 1.82], [4.53, -1.28, 2.32], [3.33, -0.56, 2.17], [2.28, -1.06, 1.56], [2.30, -2.32, 1.05], [-5.23, 0.18, 2.02], [-2.86, 0.63, 2.66], [-5.67, -1.33, 0.09], [-4.77, -2.81, -1.71], [-2.80, -3.86, -2.77], [-0.55, -3.50, -1.89], [0.30, -4.61, -0.46], [2.30, -5.96, -0.22], [4.36, -5.05, 0.79], [5.48, -3.14, 1.92], [5.37, -0.82, 2.82], [3.24, 0.45, 2.55], [-0.16, 1.80, -3.61], [0.67, 2.45, -2.79], [-0.02, 3.46, -2.25], [1.65, 2.99, -3.53], [1.20, 1.50, -1.67], [0.21, 1.22, -0.81], [1.72, 0.19, -2.34], [2.46, 0.41, -3.44], [0.71, -0.60, -2.68], [2.49, -0.49, -1.47], [2.39, 2.22, -0.96], [2.07, 3.49, -0.67], [2.67, 1.62, 0.21], [3.52, 2.24, -1.67], [-4.40, 3.37, -2.21], [-3.00, 3.23, -1.64], [-3.06, 2.70, -0.22], [-1.74, 2.58, 0.40], [-1.41, 2.87, 1.64], [-0.07, 2.20, 2.46], [-2.18, 3.75, 2.37], [-2.81, 4.94, 1.98], [-3.67, 5.41, 2.70], [-2.35, 5.62, 0.73], [-1.02, 5.59, 0.33], [-0.63, 6.27, -0.81], [-1.58, 6.97, -1.56], [-2.90, 7.00, -1.15], [-3.29, 6.34, 0.01], [-4.37, 3.72, -3.25], [-4.99, 4.09, -1.64], [-4.93, 2.41, -2.20], [-2.49, 4.19, -1.65], [-2.41, 2.55, -2.25], [-3.50, 1.70, -0.23], [-3.71, 3.33, 0.39], [-1.01, 2.10, -0.17], [-2.18, 3.60, 3.37], [-0.27, 5.05, 0.90], [0.40, 6.25, -1.13], [-1.27, 7.49, -2.46], [-3.63, 7.55, -1.73], [-4.31, 6.37, 0.35]], "lowdin_charge": [1.29, -0.06, -0.17, 0.04, -0.16, -0.16, -0.01, -0.06, -0.08, -0.03, -0.24, -0.04, -0.24, -0.03, -0.08, -0.06, -0.16, 0.00, -0.05, -0.15, 0.01, -0.17, 0.11, 0.10, 0.12, 0.11, 0.11, 0.10, 0.09, 0.10, 0.11, 0.12, 0.11, 0.10, 0.17, -0.54, 0.15, 0.17, -0.33, -0.25, -0.55, 0.17, 0.17, 0.16, -0.55, 0.16, 0.11, 0.17, -0.09, -0.23, -0.15, 0.06, -0.84, 0.59, 0.10, -0.41, 0.12, -0.17, -0.02, -0.07, -0.07, -0.07, -0.03, 0.08, 0.07, 0.08, 0.09, 0.11, 0.11, 0.12, 0.07, 0.13, 0.11, 0.11, 0.11, 0.11, 0.12]}

2.
{"formula": "C33H26Cl3F5GeORhSb2", "method": "ωB97M-V/def2-TZVPD", "total_energy_ev": -160427.9666, "total_charge": 2, "multiplicity": 2, "lumo_energy_ev": [-8.157, -8.450], "species": ["Rh", "C", "C", "C", "Sb", "C", "C", "C", "C", "C", "C", "C", "C", "C", "C", "C", "C", "Sb", "C", "C", "C", "C", "C", "C", "C", "C", "C", "C", "C", "C", "H", "H", "H", "H", "H", "H", "H", "H", "H", "H", "H", "H", "H", "H", "H", "H", "H", "H", "H", "H", "H", "H", "H", "H", "H", "H", "F", "C", "C", "F", "C", "F", "C", "O", "C", "F", "C", "F", "Cl", "Ge", "Cl", "Cl"], "xyz": [[-0.43, 1.50, -0.76], [-1.30, -2.23, -1.49], [-0.48, -2.03, -2.78], [1.00, -1.76, -2.58], [1.55, -0.26, -1.16], [1.68, -1.41, 0.62], [2.54, -2.51, 0.55], [2.68, -3.33, 1.67], [1.98, -3.05, 2.84], [1.14, -1.94, 2.90], [0.98, -1.12, 1.79], [3.61, -0.05, -1.55], [4.39, 0.73, -0.70], [5.77, 0.72, -0.88], [6.34, -0.04, -1.89], [5.54, -0.80, -2.73], [4.16, -0.81, -2.58], [-2.25, -0.43, -0.89], [-2.47, -0.43, 1.21], [-2.71, 0.78, 1.86], [-2.93, 0.78, 3.23], [-2.90, -0.41, 3.94], [-2.66, -1.62, 3.29], [-2.45, -1.63, 1.92], [-4.24, -0.81, -1.46], [-5.26, -0.48, -0.57], [-6.57, -0.79, -0.92], [-6.84, -1.38, -2.15], [-5.81, -1.68, -3.04], [-4.50, -1.39, -2.70], [-0.68, -2.57, -0.65], [-2.11, -2.94, -1.63], [-0.91, -1.23, -3.39], [-0.57, -2.93, -3.39], [1.45, -1.45, -3.52], [1.52, -2.64, -2.19], [3.12, -2.72, -0.34], [3.35, -4.18, 1.62], [2.10, -3.69, 3.70], [0.60, -1.72, 3.81], [0.32, -0.26, 1.85], [3.96, 1.30, 0.10], [6.40, 1.32, -0.22], [7.42, -0.05, -2.02], [5.99, -1.40, -3.52], [3.55, -1.40, -3.26], [-2.77, 1.71, 1.31], [-3.13, 1.72, 3.74], [-3.07, -0.40, 5.01], [-2.66, -2.55, 3.85], [-2.28, -2.58, 1.42], [-5.05, -0.03, 0.39], [-7.37, -0.55, -0.24], [-7.86, -1.61, -2.42], [-6.03, -2.13, -4.00], [-3.70, -1.62, -3.40], [3.04, 6.16, 2.94], [2.37, 5.15, 2.52], [1.35, 4.62, 3.32], [1.11, 5.16, 4.49], [0.64, 3.56, 2.87], [-0.30, 3.05, 3.60], [0.90, 2.97, 1.58], [0.20, 1.99, 1.19], [1.96, 3.55, 0.81], [2.26, 3.02, -0.33], [2.68, 4.61, 1.26], [3.65, 5.12, 0.55], [-0.66, 3.86, -1.23], [0.68, 3.72, -3.30], [-0.23, 1.38, -3.26], [-0.79, 4.55, -4.62]], "lowdin_charge": [0.18, -0.33, -0.37, -0.36, 1.54, -0.37, -0.12, -0.06, -0.05, -0.06, -0.13, -0.36, -0.12, -0.05, -0.04, -0.05, -0.11, 1.59, -0.41, -0.16, -0.06, -0.05, -0.06, -0.12, -0.36, -0.10, -0.05, -0.04, -0.05, -0.12, 0.06, 0.07, 0.04, 0.12, 0.06, 0.07, 0.10, 0.12, 0.12, 0.11, 0.07, 0.09, 0.12, 0.12, 0.12, 0.09, 0.09, 0.12, 0.12, 0.12, 0.11, 0.10, 0.12, 0.12, 0.12, 0.10, 0.25, -0.09, -0.12, 0.20, -0.12, 0.20, -0.24, -0.13, -0.19, 0.08, -0.13, 0.19, 0.04, 0.25, 0.01, 0.03]}

3.
{"formula": "C33H26Cl4O4S2W", "method": "ωB97M-V/def2-TZVPD", "total_energy_ev": -116404.7129, "total_charge": 2, "lumo_energy_ev": [-7.067, -7.007], "species": ["W", "O", "C", "C", "O", "O", "C", "C", "C", "C", "C", "C", "C", "C", "C", "C", "C", "C", "H", "H", "H", "H", "H", "H", "H", "H", "H", "H", "H", "Cl", "C", "C", "C", "C", "C", "Cl", "C", "S", "H", "H", "H", "O", "S", "C", "C", "C", "C", "C", "C", "C", "C", "C", "C", "C", "C", "H", "H", "H", "H", "H", "H", "H", "H", "H", "H", "Cl", "C", "Cl", "H", "H"], "xyz": [[-0.33, 0.08, 0.30], [1.67, -0.97, 0.78], [1.87, -1.44, 2.15], [0.68, -0.73, 2.81], [0.67, -0.07, 3.80], [-0.41, -0.84, 1.99], [1.71, -2.94, 2.21], [1.11, -3.54, 3.32], [1.01, -4.92, 3.39], [1.50, -5.71, 2.36], [2.11, -5.12, 1.27], [2.22, -3.74, 1.19], [3.21, -0.95, 2.68], [3.49, -1.10, 4.03], [4.72, -0.70, 4.53], [5.67, -0.15, 3.68], [5.39, -0.01, 2.33], [4.16, -0.40, 1.83], [1.92, -1.66, 0.14], [0.71, -2.93, 4.12], [0.54, -5.38, 4.25], [1.42, -6.79, 2.42], [2.52, -5.73, 0.47], [2.76, -3.32, 0.35], [2.76, -1.53, 4.70], [4.93, -0.82, 5.58], [6.63, 0.15, 4.07], [6.13, 0.41, 1.67], [3.96, -0.28, 0.77], [-1.34, -1.94, -0.65], [-0.56, -2.14, -2.23], [-0.96, -3.24, -2.97], [-0.39, -3.41, -4.22], [0.54, -2.50, -4.70], [0.91, -1.41, -3.92], [2.06, -0.29, -4.55], [0.37, -1.20, -2.65], [0.92, 0.18, -1.67], [-1.69, -3.93, -2.58], [-0.67, -4.26, -4.82], [0.98, -2.62, -5.67], [-1.79, 1.02, -0.51], [-2.05, 1.62, -1.97], [-3.80, 1.70, -1.99], [-4.56, 1.78, -0.83], [-5.94, 1.86, -0.96], [-6.53, 1.88, -2.22], [-5.75, 1.80, -3.36], [-4.37, 1.70, -3.26], [-1.49, 3.28, -1.80], [-2.12, 4.20, -0.96], [-1.58, 5.46, -0.86], [-0.45, 5.81, -1.59], [0.16, 4.89, -2.43], [-0.36, 3.60, -2.54], [-4.10, 1.75, 0.15], [-6.56, 1.91, -0.07], [-7.60, 1.95, -2.30], [-6.21, 1.80, -4.34], [-3.75, 1.62, -4.15], [-3.02, 3.93, -0.42], [-2.06, 6.20, -0.23], [-0.05, 6.81, -1.52], [1.03, 5.17, -3.01], [0.11, 2.87, -3.19], [0.62, 2.20, 1.07], [-0.40, 2.76, 2.50], [-1.95, 1.96, 2.49], [-0.51, 3.83, 2.36], [0.16, 2.48, 3.38]], "lowdin_charge": [1.06, -0.21, -0.29, -0.51, 0.18, -0.26, -0.15, -0.01, -0.04, -0.05, -0.05, -0.02, -0.14, -0.01, -0.05, -0.06, -0.06, -0.02, 0.08, 0.13, 0.12, 0.12, 0.12, 0.12, 0.12, 0.12, 0.11, 0.11, 0.11, 0.82, -0.56, -0.08, -0.04, -0.07, -0.67, 0.73, -0.63, 0.64, 0.12, 0.13, 0.12, -0.75, 1.15, -0.40, -0.07, -0.03, -0.03, -0.04, -0.06, -0.40, -0.05, -0.04, -0.03, -0.04, -0.08, 0.10, 0.12, 0.12, 0.12, 0.12, 0.11, 0.12, 0.12, 0.12, 0.11, 0.66, -0.80, 0.67, 0.05, 0.05]}